[1]
{"formula": "C21H23F5N3O5", "method": "ωB97M-V with the def2-TZVPD basis set", "species": ["C", "C", "O", "N", "C", "C", "C", "C", "C", "C", "C", "N", "C", "C", "C", "F", "F", "C", "F", "F", "F", "C", "C", "O", "O", "H", "H", "H", "H", "H", "H", "H", "H", "H", "H", "H", "H", "H", "H", "H", "H", "H", "H", "C", "C", "C", "C", "C", "C", "N", "O", "O", "H", "H", "H", "H", "H"], "xyz": [[2.8254, -0.0198, 0.2769], [2.1288, 1.1452, 0.9271], [2.0852, 1.2790, 2.1273], [1.4576, 2.0497, 0.0538], [2.4383, 2.7925, -0.7762], [0.5976, 2.9625, 0.8094], [-0.1048, 3.9708, -0.0994], [-1.2885, 4.6397, 0.6224], [-2.6432, 4.1198, 0.0925], [-2.8873, 2.7177, 0.6051], [-2.9878, 2.5337, 1.9723], [-3.1715, 1.3113, 2.4889], [-3.2663, 0.2061, 1.7429], [-3.1987, 0.3118, 0.3728], [-3.3235, -0.9726, -0.4263], [-2.6832, -1.9534, 0.2664], [-2.7383, -0.8667, -1.6285], [-4.7913, -1.4516, -0.5894], [-4.8153, -2.5745, -1.2867], [-5.2951, -1.6833, 0.6301], [-5.5212, -0.5281, -1.1945], [-3.0185, 1.5772, -0.2065], [-2.9890, 1.7299, -1.7186], [-3.9958, 1.7376, -2.3492], [-1.7667, 1.9526, -2.2483], [3.1169, 0.1830, -0.7493], [3.7099, -0.2708, 0.8599], [2.1578, -0.8809, 0.2777], [3.3081, 2.1770, -0.9838], [1.9931, 3.0605, -1.7340], [2.7773, 3.6938, -0.2587], [1.1502, 3.5010, 1.5875], [-0.1481, 2.3421, 1.3183], [0.6093, 4.7374, -0.4015], [-0.4477, 3.4811, -1.0100], [-1.1984, 4.4494, 1.6962], [-1.2484, 5.7232, 0.5094], [-3.4554, 4.7629, 0.4376], [-2.5998, 4.1378, -0.9944], [-2.9169, 3.3670, 2.6579], [-3.2425, 1.2109, 3.4951], [-3.4007, -0.7442, 2.2403], [-1.1051, 1.3296, -1.9079], [3.4168, -7.0556, -0.0410], [4.6278, -6.3932, 0.1111], [4.7421, -5.0612, -0.2518], [3.6295, -4.4161, -0.7604], [2.4150, -5.0573, -0.9250], [2.3141, -6.3899, -0.5609], [3.7429, -2.9986, -1.1328], [4.8228, -2.4616, -1.0021], [2.7465, -2.4318, -1.5458], [3.3322, -8.0952, 0.2459], [5.4853, -6.9140, 0.5135], [5.6784, -4.5354, -0.1405], [1.5661, -4.5287, -1.3317], [1.3739, -6.9096, -0.6829]], "nbo_charge": [-0.721, 0.704, -0.582, -0.494, -0.424, -0.213, -0.426, -0.384, -0.439, -0.006, 0.095, -0.410, 0.109, -0.138, 0.606, -0.306, -0.291, 0.927, -0.279, -0.312, -0.287, 0.072, 0.754, -0.467, -0.673, 0.233, 0.248, 0.249, 0.224, 0.206, 0.193, 0.206, 0.175, 0.227, 0.209, 0.192, 0.238, 0.247, 0.243, 0.254, 0.454, 0.269, 0.512, -0.171, -0.203, -0.207, 0.080, -0.214, -0.208, 0.521, -0.368, -0.402, 0.226, 0.229, 0.252, 0.244, 0.225], "relative_energy_kcal_mol": 0.00, "spin_multiplicity": 1, "total_charge": 1}

[2]
{"formula": "C21H23FN2O6", "method": "ωB97M-V with the def2-TZVPD basis set", "species": ["H", "N", "C", "C", "C", "C", "C", "C", "C", "C", "C", "C", "O", "C", "C", "C", "O", "N", "O", "C", "C", "F", "C", "C", "O", "H", "H", "H", "H", "H", "H", "H", "H", "H", "H", "C", "C", "O", "H", "H", "H", "H", "H", "H", "C", "C", "O", "H", "H", "H", "H", "H", "H"], "xyz": [[2.3486, -1.2794, -1.2690], [2.8058, -1.5674, -0.3988], [3.1165, -0.5187, 0.2476], [3.8493, -0.6519, 1.5702], [2.8141, 0.8922, -0.2783], [1.3395, 1.2687, -0.1915], [0.8681, 2.1642, -1.1306], [-0.4391, 2.6001, -1.1122], [-1.2609, 2.1147, -0.1244], [-0.8029, 1.1934, 0.7958], [0.5010, 0.7610, 0.7774], [-1.7825, 0.6819, 1.8303], [-1.4579, 0.4549, 2.9787], [-3.1944, 0.5119, 1.3172], [-4.0057, -0.5136, 1.6791], [-5.2720, -0.5687, 1.1238], [-6.0665, -1.6593, 1.4998], [-5.4365, -2.8295, 0.9180], [-6.2472, -3.5488, 0.5145], [-5.7709, 0.3510, 0.2606], [-4.9228, 1.4208, -0.1123], [-5.3131, 2.3738, -0.9510], [-3.6631, 1.4599, 0.4132], [-2.7052, 2.5585, 0.0165], [-3.0079, 3.7214, -0.1635], [4.7859, -1.1999, 1.4442], [4.1357, 0.3288, 1.9709], [3.2371, -1.1275, 2.3436], [3.2364, 1.0786, -1.2702], [3.3303, 1.5934, 0.3961], [1.5164, 2.5658, -1.9059], [-0.8231, 3.3228, -1.8251], [0.8792, 0.0399, 1.4966], [-3.6577, -1.2573, 2.3884], [-6.7710, 0.2507, -0.1478], [-3.7467, -0.1387, -4.5420], [-5.1794, -0.5293, -4.2295], [-5.5876, 0.0015, -2.9710], [-3.0750, -0.5002, -3.7619], [-3.4277, -0.5518, -5.5003], [-3.6424, 0.9487, -4.5788], [-5.2763, -1.6126, -4.1726], [-5.8571, -0.1618, -5.0070], [-5.5196, 0.9608, -3.0238], [9.1422, -2.1366, 2.6699], [7.9963, -1.3630, 2.0453], [6.7751, -1.6078, 2.7404], [8.9295, -3.2061, 2.6590], [10.0749, -1.9577, 2.1324], [9.2804, -1.8459, 3.7142], [7.8476, -1.6697, 1.0106], [8.2039, -0.2877, 2.0605], [6.8980, -1.3283, 3.6527]], "nbo_charge": [0.322, -0.607, 0.321, -0.689, -0.503, 0.001, -0.187, -0.169, -0.141, -0.045, -0.197, 0.549, -0.497, -0.104, -0.213, 0.266, -0.416, 0.394, -0.210, -0.279, 0.445, -0.299, -0.162, 0.557, -0.498, 0.265, 0.204, 0.236, 0.232, 0.227, 0.215, 0.234, 0.237, 0.248, 0.257, -0.634, -0.060, -0.729, 0.212, 0.214, 0.199, 0.178, 0.157, 0.465, -0.633, -0.062, -0.725, 0.215, 0.213, 0.198, 0.179, 0.155, 0.463], "spin_multiplicity": 1, "total_charge": 0, "smiles": "[H]/N=C(/C)Cc1ccc2c(c1)C(=O)c1cc(ON=O)cc(F)c1C2=O.CCO.CCO"}

no.,F_max (eV/A),Kohn-Sham gap (Ha)
1,0.77,0.2565
2,2.08,0.3285